# 1
{"formula": "C9H9PS", "method": "wB97M-V/def2-TZVPD", "symbols": ["C", "C", "C", "C", "C", "C", "C", "C", "C", "P", "S", "H", "H", "H", "H", "H", "H", "H", "H", "H"], "xyz": [[-0.2927, 0.8905, -2.2514], [-1.1396, -0.1987, -2.3659], [0.1913, 1.1948, -0.9989], [-1.4984, -0.9667, -1.2594], [-0.2307, 0.5700, 0.1654], [-1.1820, -0.5198, 0.0448], [-0.4824, 0.6627, 2.5932], [-1.2577, -0.4949, 2.7324], [0.0612, 1.1866, 1.4155], [-1.8836, -1.3980, 1.4025], [3.6781, -2.0953, -0.3367], [0.0166, 1.6309, -3.0733], [-1.4967, -0.6141, -3.2971], [0.8376, 2.0289, -0.8019], [-2.0399, -1.8350, -1.6251], [-0.2082, 1.1498, 3.6127], [-1.6408, -0.6228, 3.7024], [0.9039, 1.8091, 1.4802], [4.8249, -1.3336, -0.6931], [2.8393, -1.0446, -0.4464]], "mulliken_charge": [-0.494, -0.459, -0.408, -0.448, 0.829, 0.244, -0.243, -0.450, -0.563, -0.197, -0.287, 0.273, 0.341, 0.332, 0.322, 0.212, 0.380, 0.333, 0.154, 0.127], "gap_ev": 7.81, "multiplicity": 1, "energy_ev": -29601.5080, "e_homo_ev": -8.13, "de_lowest_ev": 0.050, "lumo_energy_ev": -0.3, "fmax_ev_per_a": 3.39, "smiles": "c1ccc2pcccc2c1.S"}


# 2
{"formula": "C3H2N2O2", "method": "wB97M-V/def2-TZVPD", "symbols": ["O", "C", "C", "N", "C", "N", "O", "H", "H"], "xyz": [[2.0834, 1.1483, -1.3198], [1.3782, 1.0632, -0.3497], [-0.0127, 0.4251, -0.4724], [-0.5119, -0.1469, 0.7187], [-1.0884, -1.4203, 0.7874], [-2.0060, -0.7627, 0.2909], [-0.6698, 0.5612, -1.4691], [1.6739, 1.4651, 0.6372], [-0.8636, -2.3600, 1.2710]], "mulliken_charge": [-0.390, -0.095, 0.641, -0.287, 0.213, -0.290, -0.439, 0.328, 0.319], "gap_ev": 9.51, "multiplicity": 1, "energy_ev": -10214.1873, "e_homo_ev": -10.07, "de_lowest_ev": 4.002, "lumo_energy_ev": -0.6, "fmax_ev_per_a": 0.80, "smiles": "O=CC(=O)N1C=N1"}


# 3
{"formula": "C3H8O", "method": "wB97M-V/def2-TZVPD", "symbols": ["C", "C", "C", "H", "H", "H", "H", "H", "H", "H", "H", "O"], "xyz": [[-0.4062, -0.9252, -0.8422], [0.2430, -0.6343, 0.4872], [1.5761, -0.2787, 0.4849], [-0.0726, -1.9461, -1.0950], [-1.4942, -0.8549, -0.7661], [0.1162, -0.4285, -1.7004], [-0.3864, -0.2591, 1.3360], [2.0270, 0.0490, 1.4334], [2.1768, -0.6532, -0.3059], [-1.6922, 1.2980, 0.2937], [-0.5874, 2.4173, 0.1124], [-1.5000, 2.2158, 0.5619]], "mulliken_charge": [-1.165, -0.034, -0.791, 0.368, 0.363, 0.308, 0.392, 0.273, 0.307, 0.300, 0.346, -0.667], "gap_ev": 10.42, "multiplicity": 1, "energy_ev": -5286.6361, "e_homo_ev": -9.55, "de_lowest_ev": 1.514, "lumo_energy_ev": 0.9, "fmax_ev_per_a": 3.84, "smiles": "C=CC.O"}


# 4
{"formula": "C13H44N2O9", "method": "wB97M-V/def2-TZVPD", "symbols": ["C", "C", "O", "H", "H", "H", "H", "H", "H", "C", "C", "O", "H", "H", "H", "H", "H", "H", "C", "C", "O", "H", "H", "H", "H", "H", "H", "C", "C", "O", "H", "H", "H", "H", "H", "H", "C", "O", "N", "N", "H", "H", "H", "H", "C", "O", "H", "H", "H", "H", "C", "O", "H", "H", "H", "H", "C", "O", "H", "H", "H", "H", "C", "O", "H", "H", "H", "H"], "xyz": [[-23.9800, -18.1110, -8.3010], [-24.7530, -16.8000, -8.2980], [-25.8860, -16.8300, -7.4740], [-23.3180, -18.2660, -9.1270], [-24.5750, -19.0100, -8.3770], [-23.4620, -18.1120, -7.4050], [-24.9900, -16.5590, -9.3300], [-24.1620, -15.9780, -7.9200], [-26.5630, -16.1860, -7.7850], [-27.0110, -17.5630, -1.5570], [-28.4800, -17.1420, -2.0130], [-28.6630, -15.8910, -1.4730], [-26.8960, -17.5870, -0.4520], [-26.2280, -16.9820, -1.9940], [-26.8560, -18.5290, -1.9430], [-29.0230, -17.8580, -1.4510], [-28.5950, -17.2480, -3.0800], [-28.7510, -15.9560, -0.5310], [-22.2710, -22.8970, -7.1620], [-23.0150, -21.6410, -6.6810], [-22.3060, -20.4800, -7.1280], [-22.6230, -23.8300, -6.7530], [-21.3700, -22.9020, -6.4790], [-21.9760, -22.9290, -8.1990], [-23.0060, -21.8250, -5.6080], [-24.0640, -21.5060, -7.0120], [-21.3640, -20.6400, -7.2390], [-21.8870, -23.3160, -3.3730], [-23.0200, -22.7630, -2.4590], [-22.4520, -21.9500, -1.5090], [-21.1630, -23.9150, -2.8050], [-21.3700, -22.5160, -3.8640], [-22.2500, -24.0140, -4.1150], [-23.5440, -23.6540, -2.0200], [-23.6440, -22.1360, -3.1730], [-22.0790, -22.4650, -0.8330], [-23.3930, -16.0750, -2.4930], [-24.5310, -15.3430, -2.6730], [-22.7640, -15.8460, -1.3910], [-22.9500, -17.1230, -3.1660], [-23.1930, -15.1370, -0.7400], [-21.7990, -15.8840, -1.4890], [-23.5610, -17.5640, -3.8810], [-22.3350, -17.8050, -2.6690], [-22.3890, -15.8400, -6.2550], [-21.7320, -17.0450, -5.9330], [-21.8040, -15.0390, -5.7020], [-23.4060, -15.7410, -5.8870], [-22.2780, -15.6190, -7.3140], [-22.1230, -17.3580, -5.1010], [-27.1460, -15.0550, -4.8030], [-25.8830, -14.7430, -5.2460], [-27.8700, -14.2760, -5.0660], [-27.0720, -15.1520, -3.7120], [-27.6350, -15.9620, -5.1130], [-25.2780, -15.2610, -4.7420], [-25.3380, -19.1180, -4.9210], [-24.6600, -17.9180, -5.1350], [-24.5280, -19.8950, -4.8560], [-25.8370, -19.3360, -5.8930], [-26.0570, -19.2280, -4.1000], [-25.0150, -17.5560, -5.9640], [-20.9890, -19.5620, -3.8580], [-21.7630, -19.5610, -2.6170], [-20.4060, -18.6740, -4.1200], [-21.6740, -19.7660, -4.6810], [-20.4430, -20.4510, -3.6870], [-22.1050, -20.4820, -2.4560]], "mulliken_charge": [-0.432, -0.462, -0.576, 0.427, 0.284, -0.136, 0.480, 0.182, 0.292, -0.517, -0.501, -0.523, 0.406, -0.046, 0.213, 0.395, 0.297, 0.325, -1.489, 0.752, -0.454, 0.391, 0.351, 0.331, -0.422, 0.272, 0.248, -0.685, -0.184, -0.537, 0.417, -0.032, 0.304, 0.352, 0.077, 0.305, 0.407, -0.699, -0.462, 0.209, 0.284, 0.210, 0.102, 0.343, -0.374, -0.552, 0.296, -0.007, 0.400, 0.259, -0.669, -0.520, 0.396, 0.216, 0.179, 0.194, 0.013, -0.014, -0.317, 0.312, 0.113, -0.313, -0.724, -0.666, 0.381, 0.162, 0.436, 0.300], "gap_ev": 9.28, "multiplicity": 1, "energy_ev": -35597.5831, "e_homo_ev": -8.86, "de_lowest_ev": 5.284, "lumo_energy_ev": 0.4, "fmax_ev_per_a": 8.36, "smiles": "NC(N)=O.CCO.CCO.CCO.CCO.CO.CO.CO.CO"}


# 5
{"formula": "C17H21Cl2NO5PbS", "method": "wB97M-V/def2-TZVPD", "symbols": ["C", "C", "C", "C", "C", "C", "C", "C", "C", "C", "Pb", "Cl", "Cl", "O", "H", "H", "H", "H", "H", "H", "H", "H", "H", "H", "H", "H", "H", "H", "H", "H", "O", "H", "O", "C", "N", "S", "O", "O", "C", "C", "C", "C", "C", "C", "H", "H", "H", "H"], "xyz": [[-1.4006, -2.3266, -1.1687], [-2.1027, -2.2291, 0.0446], [-1.2229, -2.6229, 1.1162], [-3.5180, -1.8278, 0.2122], [0.0031, -3.0153, 0.5638], [-0.0756, -2.8722, -0.8895], [0.9160, -3.1413, -1.8005], [-1.8557, -1.9038, -2.4976], [-1.5753, -2.6033, 2.5551], [1.2045, -3.4345, 1.2912], [-0.7751, 1.4611, 0.5604], [-2.5126, 1.1968, 2.2166], [-1.6073, 1.4982, -1.8319], [0.6473, -0.0916, 0.8217], [-4.0324, -1.9378, -0.7486], [-3.6451, -0.7954, 0.5670], [-4.0068, -2.4935, 0.9373], [-1.9209, -1.6116, 2.8881], [-0.7044, -2.8955, 3.1547], [-2.3900, -3.3154, 2.7617], [1.4798, -2.6976, 2.0580], [2.0265, -3.5167, 0.5767], [1.0689, -4.4076, 1.7848], [1.9503, -3.2364, -1.4647], [1.5008, -1.3726, -2.8945], [0.6563, -3.3249, -2.8449], [-2.7712, -1.3134, -2.4100], [-2.0446, -2.7680, -3.1474], [-1.0908, -1.2843, -2.9800], [1.1972, 0.1862, 1.5807], [1.2362, -0.6504, -3.5014], [0.9712, 0.0862, -2.9053], [1.3716, 3.8351, -1.1424], [1.2398, 4.0885, 0.0508], [0.5904, 3.2357, 0.9609], [0.7121, 3.6849, 2.5859], [-0.6017, 3.9577, 3.1166], [1.6031, 2.7937, 3.2904], [1.5171, 5.2004, 2.1500], [1.8030, 6.2164, 3.0604], [2.3728, 7.3919, 2.5611], [2.5996, 7.5297, 1.1790], [2.2704, 6.4960, 0.2964], [1.7165, 5.3016, 0.7916], [1.5714, 6.0616, 4.1178], [2.6254, 8.1939, 3.2499], [3.0319, 8.4639, 0.8136], [2.4305, 6.6010, -0.7720]], "mulliken_charge": [0.410, 0.681, 0.963, -1.352, 0.403, 0.904, -1.774, -1.693, -1.542, -1.703, 0.708, -0.651, -0.671, -0.692, 0.419, 0.179, 0.334, 0.199, 0.420, 0.329, 0.327, 0.345, 0.313, 0.309, 0.350, 0.500, 0.388, 0.345, 0.301, 0.164, -0.725, 0.324, -0.679, 0.429, -0.296, 1.063, -0.604, -0.665, 0.518, -0.644, -0.370, -0.419, -0.474, -0.166, 0.354, 0.350, 0.337, 0.454], "gap_ev": 3.84, "multiplicity": 1, "energy_ev": -70826.1243, "e_homo_ev": 0.52, "de_lowest_ev": 0.000, "lumo_energy_ev": 4.4, "fmax_ev_per_a": 4.18, "total_charge": -2}


# 6
{"formula": "C7H24N4O5Y", "method": "wB97M-V/def2-TZVPD", "symbols": ["O", "H", "Y", "N", "N", "O", "O", "C", "C", "C", "C", "H", "H", "H", "H", "H", "H", "H", "H", "O", "H", "H", "C", "H", "H", "H", "O", "H", "H", "N", "C", "C", "N", "H", "H", "H", "H", "H", "H", "H", "H"], "xyz": [[0.0214, 2.6793, 1.4563], [0.2708, 3.6148, 1.5606], [0.0342, 0.4781, 0.3202], [-0.9052, -0.2800, -1.6060], [1.2771, -1.3099, -0.7127], [-2.2197, 0.1110, -1.9920], [2.4397, -2.0305, -0.2955], [-0.3064, -1.1549, -2.4330], [0.9290, -1.6965, -1.9496], [-0.9607, -1.6589, -3.6392], [1.6994, -2.7223, -2.6702], [-1.7834, -1.0218, -3.9429], [-1.3403, -2.6710, -3.4568], [-0.2380, -1.7149, -4.4522], [2.3744, -3.2123, -1.9726], [2.3014, -2.2771, -3.4713], [1.0088, -3.4488, -3.1125], [-2.3966, 0.9836, -1.5368], [2.9273, -1.5228, 0.3950], [-0.7508, -1.8052, 1.1400], [-1.6788, -2.1414, 1.1000], [-0.1539, -2.5516, 0.8512], [1.7627, 1.7097, -0.6056], [1.4677, 2.7472, -0.3948], [1.9093, 1.7006, -1.6890], [2.7695, 1.6193, -0.1892], [-1.9766, 2.5166, -0.6926], [-1.7800, 3.0965, 0.0675], [-1.6541, 3.0847, -1.4445], [0.9679, 0.0722, 2.4912], [-0.0157, 0.3340, 3.6462], [-0.9581, 1.4174, 3.2275], [-1.7404, 0.9593, 2.0394], [1.3903, -0.8680, 2.4918], [1.7814, 0.7023, 2.5301], [-0.5326, -0.6105, 3.8636], [0.5231, 0.5964, 4.5719], [-1.4951, 2.0124, 4.0197], [-0.2537, 2.2041, 2.5964], [-2.4837, 0.2803, 2.2357], [-2.2317, 1.7788, 1.6546]], "mulliken_charge": [-0.578, 0.107, 1.209, 0.253, 0.377, -0.495, -0.539, 0.264, 0.338, -1.570, -1.396, 0.399, 0.360, 0.422, 0.461, 0.306, 0.387, 0.469, 0.347, -0.491, 0.277, 0.286, -1.199, 0.305, 0.356, 0.314, -0.718, 0.292, 0.300, -0.530, -0.538, -0.528, -0.438, 0.266, 0.275, 0.241, 0.414, 0.435, 0.200, 0.193, 0.169], "gap_ev": 5.66, "multiplicity": 1, "energy_ev": -24881.2903, "e_homo_ev": -10.14, "de_lowest_ev": 0.216, "lumo_energy_ev": -4.5, "fmax_ev_per_a": 4.69, "total_charge": 1}